The following is a quantum chemistry calculation of C24H32BrNO5SiV as an isolated structure, from OMol25.

Each line ends with the natural charge from an NBO analysis.
CARTESIAN COORDINATES (ANGSTROEM)
Br -0.5593 -0.2730 -2.6550  0.15
V 0.1369 -0.1001 0.1127  1.18
Si -1.5314 1.7376 0.5426  0.89
O 1.3783 0.3830 1.6799  -0.74
O -1.6111 -3.6996 -0.6569  -0.70
O 3.4535 -0.0847 2.4477  -0.70
O -1.3559 -1.5708 0.0678  -0.76
O 1.3363 1.1961 -0.8914  -0.76
N 1.0910 -1.7536 0.4539  -0.56
C -0.8225 3.4687 0.9762  -1.08
C 3.2520 3.4030 -1.4817  -0.08
C 0.6345 1.1229 -3.1495  -0.15
C -0.9434 -2.7736 -0.2024  0.75
C 2.3084 2.6893 -2.4701  -0.01
C 2.3424 3.0980 -3.8032  -0.25
C 0.6767 1.5492 -4.4553  -0.25
C -2.8276 1.5074 1.9416  -1.08
C -2.6973 2.2304 -0.9089  -1.08
C 1.6139 3.0543 -6.2692  -0.08
C 3.1462 2.9401 -0.0216  -0.59
C 1.1932 -4.1259 0.3446  -0.21
C 2.2417 -1.7167 1.1861  0.04
C 2.9646 -2.8579 1.4101  -0.22
C 1.5551 2.5699 -4.8206  -0.02
C 1.9902 1.8917 -7.1969  -0.60
C 2.9475 4.9119 -1.4947  -0.60
C 0.5138 -2.9518 0.1497  0.02
C 2.6476 4.1662 -6.4613  -0.60
C 2.4279 -0.3601 1.8270  0.75
C 0.2440 3.6001 -6.6934  -0.60
C 1.4260 1.6438 -2.0930  0.32
C 4.7052 3.1787 -1.9310  -0.59
C 2.4707 -4.0862 0.9316  -0.29
H -0.2265 3.8521 0.1376  0.21
H -3.2957 1.3757 -1.2463  0.21
H -3.4962 2.3776 2.0087  0.19
H 0.0192 1.0781 -5.1795  0.20
H 3.0637 5.3538 -2.4875  0.19
H 5.3907 3.6921 -1.2482  0.19
H -0.1623 3.4203 1.8503  0.22
H 4.8842 3.5535 -2.9428  0.19
H 3.0259 -5.0014 1.0961  0.19
H 0.2669 3.9402 -7.7352  0.18
H -2.3415 1.3705 2.9153  0.21
H 2.4121 5.0396 -5.8486  0.21
H 3.8352 3.5495 0.5758  0.17
H 1.2639 1.0786 -7.1282  0.21
H -1.6288 4.1860 1.1816  0.19
H 2.1407 3.0564 0.3787  0.24
H -2.1219 2.5883 -1.7724  0.21
H 3.6520 3.8257 -6.1987  0.21
H -0.0410 4.4412 -6.0573  0.21
H 3.4146 1.8939 0.1108  0.24
H 3.6265 5.4313 -0.8103  0.19
H 2.0315 2.2263 -8.2400  0.18
H 4.9434 2.1123 -1.9153  0.21
H -3.3808 3.0320 -0.5954  0.19
H 2.6582 4.4805 -7.5097  0.19
H -0.5314 2.8369 -6.5998  0.21
H -3.4356 0.6148 1.7508  0.22
H 1.9225 5.0905 -1.1598  0.22
H 0.7099 -5.0570 0.0762  0.22
H 3.8796 -2.7894 1.9853  0.22
H 3.0364 3.8895 -4.0556  0.19
H 2.9674 1.4890 -6.9202  0.21

Results
Total charge: -2
Spin multiplicity: 4
Gap between HOMO and LUMO (spin up / spin down), eV: 3.784 / 5.340
LUMO level (spin up / spin down), eV: 4.06 / 4.06
DFT total energy, Eh: -5172.371893